C5H14N2O | ωB97M-V/def2-TZVPD

The value obtained for the total energy is -10436.650 eV. The structure (SMILES) is C[C@@H](O)C(C)(C)NN. The value obtained for the HOMO energy is -0.330 Eh. The value obtained for the LUMO energy is 0.813 eV. Its energy relative to the best compared isomer or geometry (same formula, charge and spin) is 4.378 eV.

Each line ends with the Löwdin charge.
Geometry (Å):
C  1.605  -0.109  -1.608  -0.030
C  0.801  0.321  1.343  -0.088
C  -0.072  -1.780  0.512  -0.030
C  0.188  0.334  -1.073  -0.389
C  -0.121  -0.300  0.336  -0.499
N  -2.006  1.439  0.929  -0.005
N  -1.631  0.078  0.721  -0.073
O  -0.782  0.033  -2.036  -0.015
H  1.988  0.602  -2.280  0.050
H  1.439  -1.262  -1.964  0.142
H  2.307  -0.256  -0.807  0.045
H  1.821  0.275  1.064  0.043
H  0.561  -0.108  2.361  0.103
H  0.773  1.496  1.641  0.125
H  -0.261  -2.338  -0.293  0.039
H  0.980  -1.998  0.767  0.105
H  -0.806  -1.952  1.250  0.078
H  0.341  1.523  -1.019  0.170
H  -1.900  1.377  1.863  0.016
H  -1.642  2.218  0.389  0.073
H  -2.089  -0.206  -0.148  0.084
H  -1.496  0.612  -1.945  0.055

Atoms 1-3, force components in eV/Å:
-2.6032 -3.9209 0.8267
-0.9315 2.9445 3.1550
2.3291 1.8490 1.5645

=====

C5H14N2O | ωB97M-V/def2-TZVPD

The value obtained for the total energy is -10438.526 eV. The structure (SMILES) is CC[C@@H](N)CNCO. The value obtained for the HOMO energy is -0.341 Eh. The value obtained for the LUMO energy is 0.955 eV. Its energy relative to the best compared isomer or geometry (same formula, charge and spin) is 2.502 eV.

Each line ends with the Löwdin charge.
Geometry (Å):
C  -0.493  0.719  0.037  -0.215
N  0.609  1.485  0.609  -0.040
C  1.033  2.632  -0.194  -0.303
O  2.336  2.993  0.200  -0.065
C  0.035  -0.584  -0.585  -0.409
C  0.289  -1.716  0.389  -0.171
C  -1.116  -2.346  0.987  -0.071
N  -0.838  -0.937  -1.759  0.035
H  -1.345  0.461  0.666  0.111
H  -0.992  1.335  -0.749  0.118
H  0.356  1.856  1.518  0.114
H  1.087  2.464  -1.276  0.125
H  0.411  3.510  -0.014  0.120
H  2.941  2.248  0.211  0.083
H  0.944  -0.259  -1.098  0.120
H  0.675  -2.589  -0.092  0.084
H  0.939  -1.459  1.228  0.099
H  -1.187  -3.210  0.336  0.053
H  -0.819  -2.496  2.016  0.055
H  -1.995  -1.727  0.939  0.046
H  -1.734  -0.470  -1.635  0.053
H  -1.137  -1.910  -1.736  0.057

Atoms 1-3, force components in eV/Å:
-0.3874 -0.0545 -1.1415
-0.5541 0.1989 0.1424
0.9752 -0.3588 0.2159

=====

C5H14N2O2 | ωB97M-V/def2-TZVPD

The value obtained for the total energy is -12481.414 eV. The value obtained for the HOMO energy (spin up / spin down) is -0.316 / -0.316 Eh. The value obtained for the LUMO energy (spin up / spin down) is 0.677 / 0.678 eV. Its energy relative to the best compared isomer or geometry (same formula, charge and spin) is 6.914 eV.

Each line ends with the Löwdin charge.
Geometry (Å):
C  -2.374  -0.768  1.966  -0.223
C  -1.712  -0.613  -1.636  -0.138
N  -1.166  -0.196  -0.355  0.024
O  -2.667  -0.189  0.735  -0.272
H  -1.541  0.730  -0.078  0.095
H  -1.451  -0.370  2.421  0.065
H  -3.194  -0.552  2.665  0.075
H  -2.278  -1.864  1.902  0.070
H  -1.220  -1.533  -1.956  0.075
H  -2.781  -0.825  -1.565  0.082
H  -1.596  0.152  -2.414  0.065
C  1.780  -0.954  0.531  -0.034
C  2.689  1.431  0.137  -0.030
C  1.668  0.375  -0.141  -0.371
O  0.742  1.716  -1.712  -0.025
N  0.707  0.536  -0.963  -0.031
H  0.021  1.599  -2.347  0.082
H  1.004  -1.628  0.184  0.069
H  2.772  -1.378  0.355  0.086
H  3.517  1.377  -0.578  0.093
H  3.103  1.315  1.134  0.077
H  2.308  2.455  0.103  0.080
H  1.670  -0.816  1.612  0.086

Atoms 1-3, force components in eV/Å:
0.2794 -0.2221 0.0688
-0.1625 -0.1071 -0.3679
-3.1994 -0.0368 2.7532

=====

C5H14N2O2 | ωB97M-V/def2-TZVPD

The value obtained for the total energy is -12483.152 eV. The value obtained for the HOMO energy is -0.314 Eh. The value obtained for the LUMO energy is 0.837 eV. Its energy relative to the best compared isomer or geometry (same formula, charge and spin) is 5.176 eV.

Each line ends with the Löwdin charge.
Geometry (Å):
C  1.348  0.050  -0.921  -0.026
C  2.281  -0.497  0.109  -0.114
N  1.224  2.191  0.808  -0.013
O  0.498  1.558  -0.205  -0.289
H  1.120  3.197  0.678  0.088
H  0.779  1.906  1.688  0.064
H  0.873  -0.698  -1.549  0.083
H  1.836  0.755  -1.587  0.087
H  3.214  -0.790  -0.385  0.084
H  2.541  0.269  0.839  0.064
H  1.894  -1.388  0.599  0.061
C  -0.931  -1.674  0.532  -0.070
C  -2.033  -0.362  -1.226  -0.074
N  -1.178  -0.369  -0.053  -0.238
C  -1.268  0.741  0.822  -0.341
O  -0.877  0.713  1.982  -0.016
H  -1.977  1.501  0.453  0.140
H  -1.861  -2.233  0.672  0.089
H  -1.563  -0.930  -2.033  0.083
H  -0.434  -1.541  1.489  0.085
H  -0.284  -2.239  -0.145  0.079
H  -3.003  -0.822  -1.010  0.086
H  -2.199  0.661  -1.557  0.088

Atoms 1-3, force components in eV/Å:
1.3766 3.0246 0.5154
-0.1015 -0.1985 -0.0135
0.3117 -0.7300 -0.1951

=====

C5H14N2O2 | ωB97M-V/def2-TZVPD

The value obtained for the total energy is -12484.200 eV. The structure (SMILES) is CC[C@](C)(N)[C@H](O)ON. The value obtained for the HOMO energy is -0.307 Eh. The value obtained for the LUMO energy is 0.812 eV. Its energy relative to the best compared isomer or geometry (same formula, charge and spin) is 4.128 eV.

Each line ends with the Löwdin charge.
Geometry (Å):
C  0.846  -0.814  0.671  -0.127
C  2.288  -0.345  0.652  -0.130
N  -1.093  1.337  2.296  0.026
O  -1.345  0.134  1.552  -0.247
H  -1.753  1.275  3.072  0.077
H  -1.444  2.090  1.699  0.059
H  0.582  -0.817  1.729  0.092
H  0.808  -1.883  0.446  0.086
H  2.723  -0.376  -0.349  0.056
H  2.911  -0.992  1.280  0.076
H  2.356  0.673  1.049  0.077
C  -0.446  -1.336  -1.633  -0.059
C  -0.196  -0.207  -0.630  -0.409
N  0.468  0.916  -1.331  0.049
C  -1.503  0.272  0.000  -0.261
O  -1.821  1.606  -0.330  -0.022
H  -0.934  1.992  -0.504  0.083
H  0.026  1.078  -2.239  0.092
H  1.431  0.670  -1.553  0.073
H  -2.367  -0.361  -0.204  0.149
H  -1.002  -2.157  -1.167  0.086
H  -1.030  -1.003  -2.500  0.087
H  0.496  -1.752  -2.008  0.085

Atoms 1-3, force components in eV/Å:
-0.3512 -0.8200 -1.8972
0.0244 0.3090 -0.4500
0.1457 0.1453 -0.5879

=====

C5H14N2O5P | ωB97M-V/def2-TZVPD

The value obtained for the total energy is -27913.722 eV. The structure (SMILES) is C[C@H]([NH3+])O[P@](=O)(O)NCCOC=O. The value obtained for the HOMO energy is -0.486 Eh. The value obtained for the LUMO energy is -2.957 eV. Its energy relative to the best compared isomer or geometry (same formula, charge and spin) is 0.000 eV. As for the total charge: +1.

Each line ends with the Löwdin charge.
Geometry (Å):
C  0.032  -3.478  -1.198  -0.304
C  2.103  2.449  0.965  0.036
C  -2.218  -1.112  -1.208  -0.191
C  -2.046  -2.473  -1.889  -0.187
C  0.650  2.078  1.216  -0.431
N  0.572  1.120  2.312  0.216
N  -1.124  -0.174  -1.464  -0.091
O  0.708  -2.675  -1.739  0.074
O  -1.325  -3.370  -1.106  -0.033
O  1.439  0.112  -1.292  -0.021
O  0.169  -0.929  0.779  -0.241
O  -0.008  1.618  0.090  -0.126
P  0.164  0.051  -0.401  0.541
H  0.298  -4.416  -0.510  0.200
H  2.032  3.394  0.576  0.073
H  2.552  1.841  0.224  0.084
H  2.507  2.433  1.964  0.095
H  -2.994  -0.390  -1.496  0.137
H  -2.335  -1.387  -0.241  0.081
H  -1.623  -2.275  -2.893  0.134
H  -3.088  -2.910  -2.122  0.162
H  0.028  2.998  1.393  0.185
H  -0.173  1.512  2.880  0.175
H  1.454  1.220  2.787  0.148
H  -1.102  0.405  -2.373  0.173
H  0.382  0.130  1.857  0.105
H  1.522  -0.716  -1.620  0.005

Atoms 1-3, force components in eV/Å:
-1.8580 -1.6152 2.4613
-1.7748 -1.1320 1.2581
0.1462 1.4573 -3.2303

=====

C5H14N2S | ωB97M-V/def2-TZVPD

The value obtained for the total energy is -19226.481 eV. The structure (SMILES) is C=NCC.NCCS. The value obtained for the HOMO energy is -0.324 Eh. The value obtained for the LUMO energy is 0.976 eV. Its energy relative to the best compared isomer or geometry (same formula, charge and spin) is 0.815 eV.

Each line ends with the Löwdin charge.
Geometry (Å):
C  -1.436  0.432  1.576  -0.392
C  -2.435  0.070  0.507  -0.563
S  -2.138  1.138  -0.945  0.696
N  -1.630  -0.423  2.748  -0.013
H  -0.411  0.295  1.222  0.084
H  -1.490  1.503  1.813  0.103
H  -2.371  -0.978  0.222  0.072
H  -3.458  0.217  0.860  0.068
H  -3.083  0.570  -1.705  -0.150
H  -0.836  -0.372  3.371  0.059
H  -2.443  -0.119  3.271  0.064
C  1.045  -0.204  -2.420  -0.120
C  2.327  -0.044  -1.622  -0.298
C  2.634  -0.339  0.666  -0.074
N  1.998  0.269  -0.229  -0.042
H  1.215  -0.384  -3.480  0.068
H  0.419  -1.003  -2.025  0.066
H  0.455  0.705  -2.341  0.029
H  2.858  0.842  -1.976  0.112
H  2.950  -0.943  -1.673  0.098
H  3.352  -1.134  0.444  0.070
H  2.480  -0.100  1.715  0.062

Atoms 1-3, force components in eV/Å:
0.5358 0.0590 0.4225
-0.3376 0.0757 -0.3185
-0.2214 -0.1401 0.0804

=====

C5H14N2S | ωB97M-V/def2-TZVPD

The multiplicity is 2. The value obtained for the total energy is -19214.549 eV. The value obtained for the HOMO energy (spin up / spin down) is -0.499 / -0.488 Eh. The value obtained for the LUMO energy (spin up / spin down) is -5.437 / -8.113 eV. As for the expectation value of S²: 0.765. Its energy relative to the best compared isomer or geometry (same formula, charge and spin) is 5.165 eV. As for the total charge: +1.

Each line ends with the Löwdin spin population.
Geometry (Å):
N  1.053  -0.455  2.502  0.000
C  0.597  0.049  1.097  0.002
C  -0.339  1.243  1.188  0.004
C  -0.659  1.877  -0.066  0.006
S  0.731  1.990  -1.210  0.155
C  -0.172  -1.129  0.295  0.079
N  0.583  -1.466  -0.901  0.628
C  -0.222  -1.885  -2.030  0.060
H  1.508  0.395  2.892  0.000
H  1.904  -0.947  2.122  0.000
H  1.476  0.333  0.549  0.001
H  -1.223  0.922  1.814  0.000
H  0.240  1.949  1.867  0.000
H  -1.474  1.387  -0.508  0.000
H  -1.090  2.848  0.080  0.002
H  -1.062  2.239  -2.144  -0.063
H  -0.424  -2.034  0.844  0.024
H  -1.225  -0.770  -0.150  0.048
H  1.068  -0.570  -1.190  0.010
H  -0.251  -2.950  -1.986  0.020
H  -1.265  -1.438  -2.089  0.024
H  0.244  -1.587  -2.980  0.001

Atoms 1-3, force components in eV/Å:
1.1832 0.8450 -3.1944
-1.7967 -2.0058 1.3851
1.3931 -0.4856 4.4520